{
  "formula": "C49H68Ge2NNaO2PSb2",
  "method": "wB97M-V/def2-TZVPD",
  "mol_weight_g_mol": 1145.8,
  "spin_multiplicity": 1,
  "e_tot_ha": -7250.99900,
  "charge": 1,
  "homo_lumo_gap_ev": 8.22,
  "de_lowest_kj_mol": 46.9,
  "elements": ["H", "C", "H", "O", "H", "H", "H", "H", "C", "H", "C", "H", "H", "C", "C", "C", "C", "H", "C", "Ge", "H", "C", "C", "C", "H", "C", "H", "H", "H", "H", "H", "C", "C", "H", "H", "C", "H", "Sb", "C", "H", "C", "H", "H", "H", "H", "C", "H", "C", "H", "H", "H", "C", "H", "H", "C", "H", "C", "H", "H", "H", "H", "H", "N", "C", "H", "C", "H", "C", "C", "H", "H", "C", "H", "C", "C", "H", "C", "C", "H", "C", "H", "Sb", "C", "H", "H", "H", "H", "H", "C", "H", "H", "H", "C", "H", "H", "H", "Na", "H", "H", "H", "P", "H", "Ge", "C", "C", "C", "H", "H", "C", "H", "H", "H", "H", "H", "C", "C", "C", "O", "C", "C", "C", "H", "C", "C", "C", "C"],
  "coordinates": [[0.38170, -5.11410, -2.16067], [1.72682, -2.18859, 0.97585], [-5.63430, -0.83122, -1.50461], [-2.31955, 0.39277, 1.34932], [7.36760, -1.50195, -2.53882], [-1.74447, 0.10147, -3.01147], [7.19362, 0.79066, -1.63283], [-0.44150, 1.97905, 0.14928], [5.26184, -1.67267, -2.91220], [1.42301, -1.69364, 1.90086], [5.06797, 0.89754, -1.88843], [-5.72902, 1.93806, 1.40184], [-2.62683, 3.88535, 1.98217], [2.66053, -7.21013, -0.01497], [-2.16190, 4.84788, -1.96586], [3.59454, 4.83574, -4.15118], [-2.19260, -2.37098, 3.32467], [1.63713, -3.94631, -2.57038], [6.30367, 0.26966, -1.96272], [-2.06241, -3.04867, 1.47020], [3.67816, 3.89268, -2.23649], [-0.15964, -3.05516, -1.69727], [-2.28478, 7.06134, -0.99772], [-4.81264, -0.13412, -1.60941], [2.02826, 3.27044, 3.51062], [-1.40317, -4.89435, 1.55591], [-4.31490, 0.38967, 0.99241], [-1.72519, 2.42505, 2.45148], [-1.84535, 7.83762, -0.38412], [-3.95237, 3.04216, -0.80467], [3.18536, 2.63796, 4.70594], [-3.43802, 0.90619, 1.39868], [0.47795, -7.25734, 1.69197], [5.33392, -2.67206, -3.32376], [-2.60825, -1.36156, 3.31493], [1.82054, -6.11104, 0.07793], [1.89933, 3.67623, -6.84036], [1.97147, 1.16453, -2.30017], [3.28612, 3.82921, -3.24541], [5.02048, 1.91239, -1.51048], [4.02596, -1.04495, -2.82382], [-0.42497, -3.40607, 4.05985], [1.34225, 1.89910, -5.23443], [0.07485, -2.04555, -2.04732], [-0.13974, -1.71825, 3.65323], [0.55733, -4.10793, -2.54144], [4.22476, 5.66169, -3.84686], [2.40928, -8.33820, 0.75063], [-5.81590, 1.44941, -0.56614], [-5.04755, -3.63152, -0.99859], [3.06413, -9.19689, 0.68546], [-3.51174, 7.27016, -1.60995], [2.02274, -5.23264, -0.52317], [-0.36413, -7.28058, 2.37158], [-2.70945, 1.68483, -1.91876], [-4.03625, 8.20633, -1.47086], [-4.91057, 1.14573, -1.07897], [-2.92807, -3.01432, 3.81455], [3.51066, -7.18564, -0.68451], [1.18510, 1.51723, 6.36566], [-1.23899, -3.17872, -1.80224], [-5.00863, 6.44219, -2.90421], [-3.71334, 2.09919, 1.91998], [2.29187, 3.72044, -5.83276], [-3.58826, -1.49898, -2.72331], [-3.38363, 5.07916, -2.59448], [3.70597, -2.55530, 1.78702], [-0.86861, -2.40881, 4.08702], [-3.66497, -0.50834, -2.29350], [-0.64947, 5.72120, -0.70051], [-4.52156, -3.38308, 1.41790], [-0.25133, 2.96718, -0.28620], [2.59476, -3.92174, 1.96661], [-5.06514, 2.62685, 1.91936], [3.91293, 0.24566, -2.31334], [1.11634, -9.23120, 2.21133], [-2.68410, 2.93266, 2.51230], [-1.61386, 5.85843, -1.17831], [-3.82186, 4.31689, -3.22948], [-3.86149, 2.04531, -1.22252], [-5.08998, 3.59037, 1.40764], [-1.07590, 3.02556, -2.29863], [-4.05802, 6.27876, -2.41291], [-3.63649, -4.62780, -0.65185], [3.33769, 5.56639, -6.15041], [2.00285, -1.22517, 4.82233], [3.20506, -0.68515, 3.63258], [-0.86544, 3.64352, 0.30864], [-0.17874, -4.93715, 0.99793], [2.03555, -1.41174, 0.27315], [1.42048, 3.86378, 0.72968], [-5.42260, 2.76353, 2.94108], [1.98171, 2.71859, -4.92443], [-2.92671, 3.13011, 3.55842], [-0.11141, 0.50936, 5.68201], [1.42595, 4.14929, -0.99401], [-0.40327, -0.15137, 1.42440], [3.13758, -1.56522, -3.16896], [2.17753, 1.52084, 0.35425], [3.25265, 2.66567, -0.43826], [1.55365, 0.99242, 4.04582], [3.28783, -0.09834, 5.30958], [0.11970, -3.12512, 0.25832], [-4.00479, -3.60056, -0.67780], [-2.62697, 0.39996, -2.45473], [2.48017, 2.76087, -3.62456], [-0.99741, -2.13287, 5.13680], [3.32281, -3.56147, 0.40617], [3.09814, 4.78137, -5.44531], [0.19870, -4.07937, -3.57187], [-3.44176, -3.06632, -1.44402], [-1.87809, -5.77274, 1.99109], [-4.13791, -1.86676, 0.61674], [3.33181, 2.18582, 2.99144], [1.22602, 3.38359, -0.23678], [2.90072, -3.11277, 1.30163], [0.71243, -6.11520, 0.92228], [0.71810, 0.69520, 2.83256], [2.23933, 2.26084, -0.44980], [0.55256, 1.35330, 5.49297], [-3.85823, -2.92055, 0.68140], [-0.04765, 2.24466, 5.31072], [6.40218, -1.01731, -2.47456], [2.61599, -0.38318, 4.49948], [2.63044, 2.40777, 3.79642], [1.31527, -8.35609, 1.60652]],
  "mulliken_charge": [0.412, 0.675, 0.437, -0.828, 0.397, 0.448, 0.407, -0.504, -0.542, -0.253, -0.292, 0.303, 0.337, -1.256, 0.244, -0.797, -0.407, 0.311, -0.704, 0.629, 0.198, 0.272, -0.738, -0.491, 0.320, -0.028, 0.559, -0.083, 0.415, 0.594, 0.449, -0.704, -0.665, 0.419, 0.083, 0.773, 0.403, 0.494, -0.086, 0.169, -0.465, 0.349, 0.323, 0.090, -0.108, -1.582, 0.414, -0.470, 0.696, 0.395, 0.400, -0.476, 0.468, 0.350, -0.192, 0.406, -1.106, 0.698, 0.415, 0.424, -0.089, 0.404, 0.447, -0.574, 0.742, -0.485, 0.452, -1.020, -0.835, 0.278, 0.523, -0.265, 0.428, -0.931, 0.585, 0.406, -0.753, -0.184, 0.420, 0.102, 0.355, 1.075, -0.618, 0.410, 0.392, 0.317, 0.142, 0.270, -0.574, -0.125, 0.349, 0.329, -0.757, 0.427, 0.292, 0.358, 2.070, 0.320, 0.169, 0.521, 1.267, 0.501, -0.353, -1.059, -0.708, 0.728, 0.477, 0.352, -0.462, 0.426, -0.160, 0.347, -0.789, 0.324, -0.557, -1.651, 0.632, -1.250, -0.891, -1.222, 0.427, 0.321, -0.468, -1.084, -1.148, -0.777]
}